Here is 2 unconnected molecules or ions with the total composition C37H36N at a distorted geometry from the Open Molecules 2025 dataset. Energies are from ωB97M-V/def2-TZVPD.

Positions of all 74 atoms, in Å:
H: -2.576 -6.675 0.656
C: -1.818 -3.047 -2.389
C: -1.530 2.231 3.963
H: 3.807 7.288 0.453
H: 2.345 -1.620 2.617
H: -3.385 -5.542 2.755
H: 0.181 2.648 5.250
C: -2.359 -5.621 0.838
H: -3.642 -3.724 -1.381
C: 0.554 2.887 -1.537
C: 3.812 5.219 -0.192
C: 0.260 2.511 1.857
C: 3.425 1.583 2.394
H: -1.359 -1.899 1.508
H: 4.696 5.323 -0.824
C: 0.964 0.591 -0.940
H: -4.085 -5.880 -5.531
H: -4.704 -4.674 -3.380
C: 2.285 -0.549 2.852
C: -1.495 -3.483 -0.001
C: -1.185 -2.693 -1.151
C: 0.637 2.900 3.154
C: -1.794 -3.532 -4.790
H: 0.582 3.958 -1.305
C: -2.754 -4.998 2.037
H: 4.307 -0.404 2.221
C: -1.674 -2.934 1.309
H: -2.223 2.089 4.798
C: 2.346 1.324 1.327
H: 0.586 -0.894 -2.438
N: 1.627 0.143 1.754
H: -0.222 0.780 -4.118
H: 1.338 -0.185 -0.270
H: -2.770 -5.234 -6.548
H: 4.321 1.999 1.917
H: 1.553 3.477 3.314
C: -3.122 -3.651 -2.339
C: 3.190 3.969 -0.084
C: 1.390 2.429 0.818
H: -4.278 -4.338 -6.369
C: -1.068 2.173 1.584
C: -3.559 -4.971 -5.840
C: -2.371 -3.667 2.276
C: 3.299 6.324 0.500
H: 4.120 0.129 3.925
H: 1.684 -0.458 3.775
H: 2.930 0.916 0.495
C: 0.559 0.171 -2.206
C: -1.221 -2.906 -3.687
C: -1.755 -4.885 -0.167
C: 0.131 1.112 -3.144
C: 0.939 1.944 -0.566
C: -0.200 2.584 4.227
H: -1.397 2.009 0.553
H: -3.034 1.928 2.434
H: -0.122 3.233 -3.550
H: -0.268 -2.376 -3.780
H: 3.079 2.280 3.170
H: 1.705 7.033 1.797
C: 3.655 0.147 2.933
H: 3.561 3.118 -0.663
C: -3.716 -4.199 -3.458
C: 2.049 3.817 0.715
H: 0.457 4.936 1.705
H: -0.569 -1.798 -1.067
H: -1.283 -3.523 -5.760
C: 2.123 6.194 1.237
C: 1.454 4.968 1.257
H: -2.665 -3.207 3.227
H: -1.527 -5.357 -1.124
C: -1.979 2.099 2.649
H: 0.610 0.209 1.835
C: -3.009 -4.224 -4.672
C: 0.160 2.475 -2.815

Computed properties:
- Charge: +1

Need the Löwdin charges? In units of e they are: H 0.120; C -0.180; C -0.092; H 0.105; H 0.102; H 0.127; H 0.111; C -0.046; H 0.131; C -0.011; C -0.066; C -0.193; C -0.109; H 0.125; H 0.106; C -0.042; H 0.095; H 0.135; C -0.199; C -0.199; C 0.148; C -0.049; C -0.005; H 0.128; C -0.019; H 0.118; C 0.025; H 0.104; C -0.304; H 0.068; N -0.060; H 0.098; H 0.098; H 0.090; H 0.117; H 0.116; C -0.003; C -0.032; C -0.246; H 0.104; C -0.030; C -0.028; C -0.043; C -0.083; H 0.110; H 0.110; H 0.136; C -0.103; C 0.030; C -0.017; C -0.084; C -0.154; C -0.054; H 0.118; H 0.101; H 0.109; H 0.116; H 0.100; H 0.109; C -0.147; H 0.129; C -0.005; C -0.177; H 0.122; H 0.107; H 0.131; C -0.066; C -0.041; H 0.122; H 0.132; C -0.085; H 0.108; C -0.230; C -0.061


Here is a molecular structure, C37H37BCdN9O5S3 at a distorted geometry from the Open Molecules 2025 dataset. Energies are from ωB97M-V/def2-TZVPD.

Positions of all 93 atoms, in Å:
C: 0.235 1.250 -3.167
H: 3.413 0.772 4.101
C: 0.027 1.965 1.455
H: 2.691 -3.613 2.748
C: 3.375 -3.281 1.974
H: 4.175 -0.865 4.201
H: -1.777 -5.003 -4.814
H: -0.434 -0.946 2.560
H: -1.260 -3.115 2.779
O: -2.513 -2.507 -1.020
N: -0.990 1.253 0.836
C: 2.446 -1.491 -6.599
C: 4.140 -4.182 1.238
H: -1.917 -0.950 1.787
O: 2.536 -1.336 -1.724
C: -0.245 -3.457 1.075
Cd: -0.235 -0.230 -0.524
H: 5.680 -2.024 -0.858
H: 0.556 -4.039 -5.388
C: 5.059 -2.381 -0.041
C: 0.965 3.349 3.229
C: -3.243 0.578 1.188
N: -0.975 -1.330 1.796
H: -6.386 0.529 2.620
C: -4.391 0.891 2.030
C: 2.186 3.464 2.564
H: 4.055 -5.245 1.440
C: 1.668 -2.651 -6.599
C: 4.305 -1.473 0.681
B: -2.646 -1.088 -0.926
N: -0.978 -2.708 1.903
S: 0.585 -2.928 -0.278
C: -5.571 0.226 1.968
H: 2.875 -1.136 -7.531
N: 0.895 0.323 -2.361
C: 1.354 -2.428 -4.221
H: 3.234 2.927 0.762
S: 2.458 -0.789 2.622
H: -1.668 -2.908 -6.110
H: -4.847 -2.023 -0.441
C: 1.144 -3.125 -5.398
C: -0.077 2.416 -5.082
H: 1.529 -2.813 -8.625
H: 0.937 -2.791 -3.286
H: 0.258 2.631 -6.094
C: 3.807 -0.079 3.540
H: 6.817 -4.373 -0.737
C: 4.989 -3.746 0.226
H: 3.008 4.028 2.989
O: -2.401 -0.566 -2.233
N: -0.203 -4.774 1.439
H: -1.903 -0.690 -4.967
H: -2.375 3.121 -2.747
H: -2.152 -4.946 -2.338
C: -0.101 2.632 2.695
C: -2.106 -4.035 -2.923
N: -2.163 1.249 1.557
C: -5.752 -0.868 1.071
N: 1.455 -3.361 -7.787
S: 2.311 -0.352 -2.756
C: -1.824 -2.868 -5.039
H: -6.694 -1.399 1.007
C: 2.658 -0.792 -5.426
C: -1.515 2.690 -3.253
C: -1.960 -1.624 -4.416
H: 3.239 0.122 -5.410
H: -1.753 3.779 -5.111
C: 3.480 -1.932 1.698
C: -4.706 -1.197 0.254
C: 5.792 -4.725 -0.596
H: 5.351 -4.851 -1.589
C: -1.184 3.050 -4.553
H: -1.046 2.561 3.210
H: 0.834 3.837 4.191
C: -2.178 -1.634 -3.060
H: 1.413 1.644 -0.182
N: -0.818 1.808 -2.562
H: 5.830 -5.704 -0.118
H: 4.332 -0.416 0.421
N: 0.641 1.515 -4.413
O: 1.653 -1.621 3.590
C: -2.257 -2.804 -2.329
C: 1.268 2.105 0.791
H: -0.964 -5.136 1.991
C: -1.891 -4.051 -4.306
C: 2.310 2.838 1.326
C: -3.469 -0.483 0.201
H: 4.577 0.254 2.843
O: 3.317 0.648 -3.002
C: 2.112 -1.261 -4.239
H: 0.637 -3.947 -7.785
H: -4.252 1.709 2.727
H: 0.145 -5.386 0.721

Computed properties:
- Charge: -1

Need the Löwdin charges? In units of e they are: C -0.474; H 0.050; C -0.338; H 0.101; C -0.092; H 0.062; H 0.097; H 0.071; H 0.151; O 0.102; N -0.173; C -0.035; C -0.045; H 0.056; O -0.419; C -0.839; Cd 1.418; H 0.120; H 0.100; C -0.042; C -0.128; C -0.313; N 0.005; H 0.084; C -0.065; C -0.158; H 0.106; C -0.321; C -0.093; B -0.668; N -0.052; S 0.713; C -0.138; H 0.105; N -0.209; C -0.046; H 0.096; S 0.898; H 0.099; H 0.105; C -0.050; C -0.142; H 0.078; H 0.095; H 0.102; C -0.238; H 0.074; C -0.271; H 0.078; O 0.120; N 0.082; H 0.124; H 0.115; H 0.117; C -0.055; C 0.004; N -0.042; C -0.147; N 0.088; S 0.545; C -0.120; H 0.074; C -0.065; C -0.124; C 0.015; H 0.109; H 0.088; C -0.415; C -0.097; C -0.056; H 0.083; C -0.073; H 0.079; H 0.087; C -0.211; H 0.053; N 0.104; H 0.068; H 0.118; N 0.137; O -0.542; C -0.236; C -0.114; H 0.097; C -0.110; C -0.140; C -0.066; H 0.055; O -0.313; C -0.296; H 0.076; H 0.092; H 0.079


Here is a molecular structure, C37H37BrCdN9O8PS at a distorted geometry from the Open Molecules 2025 dataset. Energies are from ωB97M-V/def2-TZVPD.

Positions of all 95 atoms, in Å:
C: 6.078 3.487 -4.902
N: -1.501 1.179 -2.712
H: 0.940 -5.186 1.021
N: 7.249 1.384 -2.104
C: -2.375 -0.022 -5.054
H: -4.993 0.036 1.957
O: 1.875 1.157 1.102
N: 1.926 0.571 -1.493
H: 3.202 -3.074 0.549
H: 0.964 0.219 -3.265
N: -2.502 0.353 -0.287
C: -0.725 1.643 4.115
C: 5.282 4.410 -4.251
H: 4.453 5.053 -2.380
C: 5.376 0.497 0.730
C: 5.655 3.291 -2.166
O: -0.269 -4.001 -1.151
O: -1.002 -2.275 0.421
C: 4.347 0.576 -1.482
C: 4.167 0.629 1.365
C: -1.724 -2.718 4.098
H: -3.733 -1.086 -3.771
C: -4.563 -0.169 -1.347
N: 1.200 -2.244 4.274
H: 7.302 1.735 -4.665
O: 0.140 -1.628 -1.569
H: 2.463 -3.848 4.857
C: -2.303 0.759 2.067
H: -5.144 -0.318 -2.246
N: -1.132 1.339 1.783
H: 2.561 -5.177 1.737
C: 2.214 -1.219 4.455
H: -0.884 -4.480 1.374
C: 1.475 -3.409 5.080
N: 6.852 0.799 -1.045
H: 1.473 -3.139 6.143
H: -2.247 0.892 5.437
C: -1.349 0.914 -5.086
C: -1.935 1.037 4.409
C: -0.368 1.776 2.785
H: 4.087 0.590 2.445
O: -7.352 -0.305 -1.123
H: 3.230 -1.616 4.288
C: -1.464 -4.270 2.261
C: 4.320 0.303 -2.863
H: 1.143 -5.179 2.793
P: 0.508 -2.397 2.701
C: -5.216 -0.219 -0.132
H: 0.712 -4.172 4.925
Cd: -0.174 -0.064 -0.081
C: 5.073 4.324 -2.883
H: 5.245 0.141 -3.398
C: -4.474 0.039 1.010
S: -0.850 -2.665 -1.034
H: -2.105 -3.485 4.781
H: 2.050 -1.739 0.574
C: -0.944 1.472 -3.888
C: 3.116 0.205 -3.515
C: 1.928 0.352 -2.790
H: -1.652 -5.201 2.810
H: 0.571 2.229 2.499
C: -6.741 -0.428 -0.040
H: -0.137 2.199 -3.861
O: -2.126 -2.523 -1.724
C: 1.539 -4.803 1.852
C: 5.543 0.625 -0.665
N: -0.784 -3.330 3.159
H: 2.043 -0.397 3.764
C: 6.463 2.337 -2.800
C: -2.961 -0.333 -3.846
O: 0.487 -0.971 2.251
C: 2.140 -2.820 0.593
H: -1.232 -1.945 4.682
C: -3.204 0.107 -1.387
C: -2.508 0.306 -2.694
O: -7.168 -0.660 1.112
C: 2.976 0.859 0.614
H: -0.863 1.192 -6.013
C: 3.100 0.667 -0.849
C: -2.745 0.608 3.374
H: 5.491 3.223 -1.099
H: 3.074 -0.011 -4.575
H: 6.242 3.567 -5.970
H: 2.177 -0.830 5.481
H: -0.055 1.981 4.894
N: 1.587 -3.341 1.850
H: -2.712 -0.502 -5.964
C: -3.128 0.328 0.893
H: -2.574 -2.283 3.563
C: 6.670 2.465 -4.172
H: -2.414 -3.861 1.918
Br: 4.474 5.819 -5.244
H: -3.702 0.148 3.578
H: 1.624 -3.230 -0.276
H: 6.288 0.381 1.307

Computed properties:
- Charge: -2

Need the Löwdin charges? In units of e they are: C -0.144; N 0.114; H 0.073; N 0.018; C -0.066; H 0.108; O -0.081; N 0.080; H 0.085; H 0.075; N 0.083; C -0.067; C -0.708; H 0.099; C -0.040; C -0.024; O -0.373; O -0.491; C -0.109; C -0.023; C -0.108; H 0.118; C 0.055; N -0.310; H 0.107; O -0.500; H 0.076; C -0.218; H 0.117; N 0.059; H 0.080; C -0.133; H 0.041; C -0.155; N 0.029; H 0.072; H 0.103; C -0.081; C -0.076; C -0.149; H 0.096; O -0.059; H 0.077; C -0.115; C -0.010; H 0.066; P 0.600; C -0.082; H 0.063; Cd 1.488; C -0.125; H 0.107; C 0.050; S 0.262; H 0.080; H 0.044; C -0.180; C -0.031; C -0.141; H 0.084; H 0.090; C -0.690; H 0.103; O -0.346; C -0.117; C -0.278; N -0.295; H 0.055; C -0.316; C -0.013; O -0.353; C -0.098; H 0.067; C -0.219; C -0.227; O -0.064; C -0.394; H 0.093; C -0.155; C -0.031; H 0.118; H 0.102; H 0.092; H 0.072; H 0.098; N -0.253; H 0.101; C -0.204; H 0.079; C -0.053; H 0.087; Br 0.673; H 0.106; H 0.053; H 0.104


Sequential energy above the lowest of the compared OMol25 structures with the same formula, charge and spin output: 82.1, 0.0, 60.0 kJ/mol
Sequential E output: -1485.96786, -3688.41576, -6008.40318 a.u.
Sequential HOMO output: -10.109, -2.342, -2.848 eV